Record 1
Here is C31H49F6GeN7O6S5Sr as an isolated structure at a distorted geometry from OMol25. Energies are from the ωB97M-V functional and the def2-TZVPD basis.

Positions of all 106 atoms, in Å:
1 Sr -0.092 0.502 1.052
2 C -3.079 -2.854 -5.350
3 C -1.839 -1.973 -5.176
4 S -1.656 -0.987 -3.673
5 C -1.112 -2.186 -2.435
6 C -2.122 -3.236 -1.980
7 S -3.557 -2.714 -1.008
8 C -4.572 -1.817 -2.209
9 C -5.087 -2.675 -3.374
10 S -4.686 -2.078 -5.041
11 H -3.021 -3.751 -4.734
12 H -3.106 -3.195 -6.387
13 H -1.834 -1.221 -5.966
14 H -0.945 -2.588 -5.315
15 H -0.779 -1.583 -1.583
16 H -0.222 -2.692 -2.823
17 H -1.615 -3.949 -1.325
18 H -2.483 -3.814 -2.831
19 H -4.005 -0.972 -2.585
20 H -5.404 -1.426 -1.622
21 H -6.175 -2.726 -3.347
22 H -4.725 -3.701 -3.299
23 F -1.379 -2.962 4.575
24 C -1.133 -3.091 3.283
25 F -1.937 -3.999 2.746
26 F 0.140 -3.434 3.093
27 S -1.486 -1.486 2.424
28 O -1.103 -1.646 1.015
29 O -2.850 -1.174 2.732
30 N -0.402 -0.412 3.215
31 S -1.239 1.058 3.575
32 O -2.084 0.961 4.714
33 O -1.704 1.692 2.333
34 C 0.211 2.141 4.090
35 F 0.973 2.467 3.040
36 F -0.357 3.199 4.638
37 F 0.934 1.491 4.986
38 C 3.075 3.296 -1.737
39 Ge 1.128 2.993 -1.675
40 C 0.393 4.159 -0.238
41 C 0.497 3.794 -3.371
42 C 0.662 1.157 -1.369
43 H 3.315 4.359 -1.675
44 H 3.453 2.924 -2.692
45 H 3.616 2.784 -0.942
46 H 0.775 5.180 -0.297
47 H 0.639 3.783 0.761
48 H -0.697 4.204 -0.293
49 H 0.783 4.842 -3.476
50 H -0.588 3.742 -3.477
51 H 0.937 3.236 -4.199
52 H 1.403 0.532 -1.874
53 H -0.303 0.966 -1.849
54 O -5.269 -0.026 4.614
55 C -5.637 1.128 3.915
56 N -4.956 1.168 2.634
57 C -5.264 2.098 1.704
58 O -6.155 2.916 1.871
59 C -4.387 2.127 0.487
60 C -4.296 3.300 -0.251
61 C -3.400 3.351 -1.303
62 C -2.618 2.236 -1.577
63 N -2.710 1.097 -0.894
64 C -3.595 1.054 0.099
65 H -4.326 0.019 4.815
66 H -5.403 2.034 4.487
67 H -6.715 1.092 3.759
68 H -4.223 0.494 2.482
69 H -4.916 4.145 0.020
70 H -3.281 4.242 -1.904
71 H -1.898 2.252 -2.385
72 H -3.661 0.092 0.601
73 N 6.067 2.960 6.050
74 C 5.491 2.750 5.079
75 C 4.767 2.486 3.866
76 C 4.544 1.176 3.456
77 C 3.860 0.979 2.265
78 N 3.402 1.974 1.511
79 C 3.616 3.222 1.919
80 C 4.293 3.536 3.087
81 H 4.903 0.339 4.037
82 H 3.666 -0.026 1.904
83 H 3.228 4.006 1.278
84 H 4.448 4.565 3.380
85 C 6.082 -2.849 -0.729
86 C 4.886 -2.654 -1.653
87 N 3.599 -2.641 -0.968
88 C 2.968 -3.925 -0.702
89 C 3.219 -4.481 0.697
90 C 3.048 -1.489 -0.471
91 C 3.724 -0.203 -0.824
92 N 1.973 -1.454 0.243
93 H 7.013 -2.713 -1.279
94 H 6.097 -3.847 -0.293
95 H 6.064 -2.126 0.088
96 H 4.850 -3.458 -2.391
97 H 4.998 -1.730 -2.215
98 H 3.340 -4.627 -1.450
99 H 1.892 -3.829 -0.883
100 H 4.282 -4.650 0.865
101 H 2.702 -5.432 0.824
102 H 2.867 -3.800 1.472
103 H 3.745 -0.062 -1.905
104 H 4.753 -0.169 -0.462
105 H 3.161 0.620 -0.399
106 H 1.608 -2.391 0.384

- total energy (eV) = -183489.6006
- relative energy (zero: lowest compared OMol25 entry of this formula, charge and spin) (kJ/mol) = 292.0
- E_LUMO (eV) = -0.57
- Kohn-Sham gap (eV) = 6.0962
- 2S+1 = 1
- E_HOMO (eV) = -6.67
- total charge = 0



Record 2
Here is C31H49GdNO3P2S as an isolated structure at a distorted geometry from OMol25. Energies are from the ωB97M-V functional and the def2-TZVPD basis.

Positions of all 88 atoms, in Å:
1 Gd 0.766 -1.055 -0.621
2 C 1.162 -2.550 1.985
3 C 1.998 -3.130 0.991
4 C 2.833 -1.040 1.485
5 C 1.700 -1.280 2.323
6 C 3.031 -2.199 0.677
7 C 0.048 -3.238 2.670
8 H -0.302 -4.102 2.092
9 H -0.812 -2.571 2.832
10 H 0.363 -3.614 3.658
11 C 1.171 -0.427 3.408
12 H 0.739 -1.035 4.214
13 H 0.375 0.240 3.038
14 H 1.955 0.205 3.845
15 C 3.659 0.186 1.402
16 H 4.562 0.137 2.037
17 H 3.064 1.050 1.719
18 H 3.997 0.365 0.369
19 C 4.093 -2.419 -0.334
20 H 4.582 -3.391 -0.180
21 H 4.856 -1.631 -0.309
22 H 3.665 -2.425 -1.351
23 C 1.937 -4.538 0.552
24 H 2.477 -5.195 1.258
25 H 2.402 -4.674 -0.434
26 H 0.903 -4.901 0.508
27 C -1.463 -0.745 -1.418
28 C -1.386 -1.848 -0.580
29 C -1.321 -3.283 -1.071
30 C -0.150 -3.691 -1.996
31 C 0.966 -2.686 -2.236
32 C 0.759 -1.514 -2.942
33 C -0.535 -1.330 -3.742
34 C -1.713 -0.802 -2.910
35 H -2.267 -3.512 -1.608
36 H -0.565 -4.009 -2.970
37 H -1.329 -3.957 -0.188
38 H -2.627 -1.389 -3.127
39 H -1.741 0.215 -0.969
40 H -1.844 -1.733 0.426
41 H -1.955 0.223 -3.244
42 H -0.350 -0.636 -4.577
43 H 1.594 -0.838 -3.222
44 H -0.838 -2.279 -4.219
45 H 0.309 -4.595 -1.567
46 H 1.981 -3.074 -2.082
47 P -3.674 -0.395 1.595
48 C -3.568 0.716 3.042
49 H -4.535 0.735 3.559
50 H -3.273 1.731 2.734
51 H -2.800 0.308 3.717
52 C -4.382 0.742 0.333
53 H -4.932 1.555 0.826
54 H -5.039 0.162 -0.331
55 H -3.566 1.183 -0.254
56 C -5.159 -1.390 1.959
57 H -5.565 -1.782 1.020
58 H -5.895 -0.757 2.466
59 H -4.873 -2.233 2.598
60 P 1.346 2.082 -3.130
61 C 2.994 1.936 -3.907
62 H 2.990 2.304 -4.942
63 H 3.239 0.861 -3.908
64 H 3.751 2.467 -3.312
65 C 0.211 2.348 -4.529
66 H 0.142 1.426 -5.123
67 H 0.565 3.179 -5.153
68 H -0.779 2.580 -4.108
69 C 1.298 3.689 -2.258
70 H 1.817 4.473 -2.833
71 H 1.789 3.550 -1.279
72 H 0.249 3.974 -2.069
73 O -3.211 3.670 1.034
74 S -1.938 3.726 0.363
75 O -1.762 4.632 -0.740
76 N -1.375 2.205 0.000
77 C -0.242 1.927 0.637
78 O 0.446 0.858 0.355
79 C 0.178 2.927 1.626
80 C 1.219 2.953 2.575
81 C 1.331 4.061 3.412
82 C 0.414 5.127 3.339
83 C -0.631 5.108 2.396
84 C -0.687 4.007 1.553
85 H 1.901 2.110 2.662
86 H 2.133 4.096 4.157
87 H 0.494 5.973 4.016
88 H -1.375 5.891 2.310

- total energy (eV) = -90809.9408
- relative energy (zero: lowest compared OMol25 entry of this formula, charge and spin) (kJ/mol) = 345.0
- E_LUMO (alpha / beta) (eV) = -3.71 / -5.38
- Kohn-Sham gap (alpha / beta) (eV) = 6.0280 / 4.8508
- 2S+1 = 8
- E_HOMO (alpha / beta) (eV) = -9.73 / -10.24
- total charge = +1



Record 3
Here is C31H49N2O2P2Pd as an isolated structure at a distorted geometry from OMol25. Energies are from the ωB97M-V functional and the def2-TZVPD basis.

Positions of all 87 atoms, in Å:
1 C -1.778 -1.893 -0.530
2 C 0.412 -2.027 -1.444
3 C -2.254 -2.900 -1.375
4 C -0.130 -2.844 -2.488
5 C -1.427 -3.325 -2.416
6 H -3.265 -3.290 -1.227
7 H 0.527 -3.091 -3.316
8 H -1.830 -4.000 -3.173
9 N -0.504 -1.481 -0.544
10 P -2.300 0.390 1.096
11 P 2.241 -0.906 0.282
12 C -2.749 -1.264 0.452
13 H -3.734 -1.165 -0.010
14 H -2.855 -1.926 1.317
15 C 0.766 0.403 2.606
16 O 1.238 0.587 3.651
17 C 1.790 -1.803 -1.238
18 H 2.500 -2.187 -1.991
19 C 3.552 0.534 0.085
20 C 2.924 -2.533 1.112
21 C -3.221 1.557 -0.099
22 C -3.181 0.450 2.776
23 C 3.069 1.920 0.551
24 H 2.751 1.924 1.598
25 H 3.922 2.613 0.454
26 H 2.250 2.310 -0.062
27 C 4.793 0.220 0.929
28 H 4.541 0.224 1.997
29 H 5.259 -0.740 0.677
30 H 5.541 1.015 0.777
31 C 3.890 0.654 -1.400
32 H 4.635 1.454 -1.526
33 H 4.312 -0.263 -1.825
34 H 3.001 0.933 -1.979
35 C 3.507 -2.288 2.509
36 H 2.823 -1.697 3.131
37 H 3.652 -3.263 3.005
38 H 4.479 -1.787 2.488
39 C 1.738 -3.494 1.278
40 H 0.952 -3.029 1.890
41 H 1.313 -3.807 0.321
42 H 2.069 -4.391 1.825
43 C 3.989 -3.076 0.135
44 H 4.218 -2.380 -0.683
45 H 4.938 -3.278 0.654
46 H 3.646 -4.004 -0.341
47 C -3.147 1.892 3.312
48 H -3.502 1.889 4.355
49 H -2.127 2.300 3.308
50 H -3.804 2.571 2.753
51 C -2.393 -0.448 3.740
52 H -2.428 -1.503 3.448
53 H -1.341 -0.151 3.808
54 H -2.840 -0.365 4.744
55 C -4.628 -0.068 2.750
56 H -4.977 -0.117 3.793
57 H -5.323 0.588 2.220
58 H -4.703 -1.076 2.324
59 C -2.976 1.118 -1.552
60 H -3.488 1.834 -2.216
61 H -1.915 1.108 -1.815
62 H -3.405 0.128 -1.759
63 C -2.689 2.978 0.139
64 H -1.615 3.041 -0.063
65 H -3.205 3.670 -0.543
66 H -2.849 3.318 1.169
67 C -4.749 1.583 0.080
68 H -5.201 0.589 -0.035
69 H -5.069 2.044 1.022
70 H -5.153 2.213 -0.728
71 Pd 0.099 -0.061 0.898
72 N 0.074 2.451 -0.940
73 C 0.169 2.859 -2.037
74 C 0.505 2.863 -3.422
75 C 0.483 4.033 -4.202
76 C 0.980 1.636 -3.917
77 C 0.811 3.925 -5.560
78 H 0.253 4.982 -3.697
79 C 1.351 1.537 -5.260
80 H 1.068 0.798 -3.211
81 C 1.232 2.680 -6.068
82 H 0.740 4.806 -6.210
83 H 1.708 0.573 -5.639
84 H 1.473 2.598 -7.126
85 O 0.049 -2.480 3.727
86 H 0.592 -2.019 4.389
87 H -0.067 -3.375 4.092

- total energy (eV) = -62068.7366
- relative energy (zero: lowest compared OMol25 entry of this formula, charge and spin) (kJ/mol) = 51.4
- E_LUMO (alpha / beta) (eV) = -2.11 / -4.33
- Kohn-Sham gap (alpha / beta) (eV) = 6.3184 / 7.0390
- 2S+1 = 3
- E_HOMO (alpha / beta) (eV) = -8.43 / -11.37
- total charge = +1